Entry 1:
Density functional theory data (wB97M-V/def2-TZVPD) for C8H7NO3S in the gas phase at a distorted geometry.

Calculated values
E   -987.66995 Ha
SMILES string   O=C[C@@H]1Nc2ccccc2S1(=O)=O
Max |F|   2.66 eV Å⁻¹
Energy above the lowest of the compared OMol25 structures with the same formula, charge and spin   0.0000 eV
Kohn-Sham gap   8.90 eV

Each line ends with the Mulliken charge.
Atoms and positions in Å:
O  -2.00458  2.27554  -1.13539  -0.471
C  -2.52399  1.56894  -0.31062  -0.019
C  -1.78536  0.88390  0.76730  -0.335
N  -0.40988  1.23924  0.90641  -0.298
C  0.54127  0.40172  0.37045  0.274
C  1.89188  0.75025  0.26740  -0.728
C  2.79387  -0.16082  -0.24165  -0.551
C  2.38663  -1.41947  -0.66765  -0.543
C  1.05198  -1.78009  -0.57677  -0.726
C  0.16578  -0.86814  -0.04753  0.888
S  -1.59692  -1.07195  0.12124  1.067
O  -2.26083  -1.26136  -1.13140  -0.582
O  -1.95980  -1.92035  1.21601  -0.594
H  -3.60721  1.35188  -0.31340  0.357
H  -2.31974  0.79056  1.70814  0.422
H  -0.20908  2.22708  0.80671  0.300
H  2.21113  1.73285  0.57948  0.356
H  3.83363  0.11360  -0.32615  0.380
H  3.10294  -2.11281  -1.08121  0.385
H  0.69828  -2.74056  -0.91139  0.418

Entry 2:
Density functional theory data (wB97M-V/def2-TZVPD) for 2 unconnected molecules or ions with the total composition C8H7O2Se at a distorted geometry.

Calculated values
E   -2860.93905 Ha
Max |F|   4.74 eV Å⁻¹
Energy above the lowest of the compared OMol25 structures with the same formula, charge and spin   1.4407 eV
Kohn-Sham gap (spin up / spin down)   6.25 / 6.25 eV
Charge   -1

Each line ends with the Mulliken charge.
Atoms and positions in Å:
C  -2.63765  0.54827  0.03939  -0.311
C  -2.35044  -0.78300  -0.02234  -0.504
C  -1.65548  1.47259  0.06438  -0.478
C  -1.07160  -1.23394  0.06249  -0.322
C  -0.31077  1.04511  0.11752  -0.548
C  0.01482  -0.32348  -0.00810  1.469
C  2.36747  0.09861  0.66055  0.596
C  1.32037  -0.77620  0.09575  -1.752
O  3.44292  0.59196  -0.02509  -0.379
O  2.38973  0.38997  1.84224  -0.627
Se  2.45437  -1.01884  -2.40719  -0.611
H  -3.64468  0.98259  -0.03058  0.293
H  -3.04478  -1.55674  0.16865  0.328
H  -1.69812  2.57978  0.10712  0.292
H  -0.90189  -2.27200  0.41794  0.247
H  0.41957  1.76134  -0.11194  0.330
H  1.49532  -1.76240  0.00137  0.779
H  3.41082  0.25637  -0.97217  0.197

Entry 3:
Density functional theory data (wB97M-V/def2-TZVPD) for C8H8 in the gas phase at a distorted geometry.

Calculated values
E   -309.36000 Ha
Max |F|   3.64 eV Å⁻¹
Energy above the lowest of the compared OMol25 structures with the same formula, charge and spin   6.9061 eV
Kohn-Sham gap   7.63 eV

Each line ends with the Mulliken charge.
Atoms and positions in Å:
C  -1.56438  1.53907  1.59642  -0.190
C  -2.81901  1.39977  1.69987  -0.601
C  -0.29382  1.31306  1.29895  0.187
C  0.43783  0.54053  0.40954  0.197
C  1.19274  1.34808  1.35021  -0.320
C  0.16788  -0.46844  -0.46828  0.791
C  -1.20874  -0.64735  -0.96693  -1.751
C  1.18241  -1.42348  -1.12505  -1.062
H  1.75559  2.31692  1.08374  0.208
H  1.53769  0.85142  2.17889  0.259
H  -1.84277  -0.18274  -0.31647  0.427
H  -1.44492  -1.62521  -0.98625  0.527
H  -1.25655  -0.22699  -1.90439  0.404
H  0.60097  -1.84695  -1.98504  0.342
H  1.50952  -2.09796  -0.33240  0.281
H  2.04558  -0.78974  -1.53280  0.301

Entry 4:
Density functional theory data (wB97M-V/def2-TZVPD) for 2 unconnected molecules or ions with the total composition C8H8BNS2 at a distorted geometry.

Calculated values
E   -1185.49009 Ha
Max |F|   4.96 eV Å⁻¹
Energy above the lowest of the compared OMol25 structures with the same formula, charge and spin   0.5526 eV
Kohn-Sham gap (spin up / spin down)   7.56 / 7.55 eV

Each line ends with the Mulliken charge.
Atoms and positions in Å:
B  -0.15206  -0.38995  0.29026  0.422
C  0.27891  2.67427  2.28178  -0.525
C  -0.79787  -1.08156  -3.45347  -0.492
C  0.25789  1.31831  2.11925  -0.625
C  -0.67460  -0.28482  -2.26654  -0.325
C  -0.30768  3.30933  1.26643  -0.433
C  -0.60478  -2.38527  -3.11119  -0.346
C  -0.31071  0.95104  0.94691  0.355
C  -0.45712  -0.94075  -1.07167  0.280
N  0.28192  -1.86796  2.17257  -0.694
S  -0.95309  2.34972  0.09192  -0.163
S  -0.27889  -2.65010  -1.48691  -0.150
H  0.59282  3.12222  3.15560  0.464
H  -1.33559  -0.59958  -4.23845  0.355
H  0.81282  0.69674  2.79666  0.516
H  -1.11564  0.64917  -2.23987  0.227
H  -0.44658  4.33286  1.48333  0.383
H  -0.91911  -3.21812  -3.70650  0.374
H  0.08700  -2.69003  1.68440  0.171
H  -0.40623  -1.41509  2.75316  0.206

Entry 5:
Density functional theory data (wB97M-V/def2-TZVPD) for a molecular structure, C8H8Br6F2O6 at a distorted geometry.

Calculated values
E   -16404.87110 Ha
Max |F|   6.01 eV Å⁻¹
Energy above the lowest of the compared OMol25 structures with the same formula, charge and spin   0.2881 eV
Kohn-Sham gap (spin up / spin down)   3.28 / 7.53 eV
Spin multiplicity   2
Charge   -1

Each line ends with the Mulliken charge.
Atoms and positions in Å:
C  4.73417  0.12801  -0.83145  -0.370
C  5.36266  1.50679  -1.10067  0.288
O  6.05632  1.59001  0.15344  -0.321
C  6.41654  0.40679  0.57512  0.675
O  7.15370  0.10934  1.47937  -0.564
O  5.79081  -0.50982  -0.10762  -0.363
F  4.35494  2.32978  -1.29190  -0.239
H  4.53350  -0.34222  -1.79411  0.339
H  3.79520  0.20460  -0.28319  0.181
H  5.89680  1.39265  -2.04394  0.326
C  -5.21037  -1.86088  0.21645  -0.369
C  -5.48434  -1.55230  -1.31021  0.331
O  -4.76534  -0.43428  -1.54820  -0.272
C  -4.37290  0.19956  -0.42536  0.654
O  -3.69433  1.25583  -0.32729  -0.517
O  -4.68018  -0.64418  0.64821  -0.303
F  -6.76503  -1.36906  -1.33967  -0.301
H  -4.47276  -2.64222  0.39957  0.250
H  -6.10860  -2.09731  0.78689  0.257
H  -5.25024  -2.33796  -2.02856  0.296
C  -0.29710  0.90479  3.85916  -0.310
Br  -0.65139  -0.04761  2.09436  -0.269
Br  -0.10444  2.92874  3.64263  -0.312
Br  1.34646  0.22276  4.78341  -0.287
H  -1.10137  0.88094  4.59447  0.285
C  -0.55242  -0.01101  -1.59836  -0.148
Br  -1.13334  -1.87837  -1.65620  -0.017
Br  -1.27297  1.03072  -3.11138  -0.055
Br  1.40752  0.18122  -1.74628  0.001
H  -0.93148  0.45468  -0.68867  0.134

Entry 6:
Density functional theory data (wB97M-V/def2-TZVPD) for a molecular structure, C8H8Cl2CuN5S2.

Calculated values
E   -3940.74367 Ha
Max |F|   0.11 eV Å⁻¹
Energy above the lowest of the compared OMol25 structures with the same formula, charge and spin   0.0095 eV
Kohn-Sham gap   5.33 eV
Charge   -2

Each line ends with the Mulliken charge.
Atoms and positions in Å:
Cu  1.37568  -0.97926  -1.22488  -0.494
N  0.42668  -2.59841  2.31850  -0.594
N  -0.47398  -1.95454  1.45918  -0.001
C  -1.56543  -2.59491  0.97522  0.069
N  -2.06794  -1.98706  -0.09948  -0.217
S  -2.25933  -3.98997  1.64725  -0.498
H  0.77849  -1.90176  2.96269  0.243
H  1.21371  -2.94019  1.77344  0.229
H  -0.11842  -1.20167  0.85304  0.566
H  -1.55218  -1.17312  -0.52694  0.294
H  -2.93035  -2.34670  -0.46144  0.128
Cl  -2.92897  1.15348  -1.00779  -0.303
C  -1.46346  2.02409  -0.56217  0.510
C  -1.59904  3.36444  -0.30317  -0.688
C  -0.49197  4.15177  0.01934  -0.308
C  0.74784  3.51660  0.05129  -0.668
C  0.87092  2.17367  -0.21678  0.714
Cl  2.49824  1.50877  -0.14410  -0.277
C  -0.21940  1.25606  -0.54081  -0.239
N  -0.16015  -0.02128  -0.77208  -0.911
H  -2.58910  3.80256  -0.36212  0.309
H  -0.59084  5.20869  0.22878  0.321
H  1.64486  4.07724  0.28961  0.311
S  4.96325  -3.69479  -2.54093  -0.547
C  3.69353  -2.75958  -2.07287  0.554
N  2.79737  -2.09414  -1.74277  -0.504